(1)
The following is a quantum chemistry calculation of the molecule C5H13N3O, from the Open Molecules 2025 dataset.

Structure (ORCA input):
```
! RIJCOSX wB97M-V def2-TZVPD def2/J DEFGRID3
* xyz 0 1
C 1.17 -1.01 1.99
C 0.14 1.10 0.87
C 0.03 -0.18 1.52
O -0.50 2.17 1.50
H -0.91 2.71 0.80
H 1.17 1.36 0.61
H -0.95 -0.44 1.90
H 2.11 -0.72 1.51
H 1.30 -0.87 3.07
H 1.00 -2.07 1.82
N -0.33 -0.75 -0.62
N -1.38 -1.61 -1.03
N 0.91 -1.12 -1.23
C -0.71 0.72 -0.60
C -0.49 1.53 -1.73
H -1.61 -1.42 -2.00
H -1.00 -2.55 -0.99
H 0.94 -0.71 -2.16
H 1.65 -0.69 -0.69
H -1.75 0.72 -0.28
H 0.50 1.65 -2.15
H -1.27 2.17 -2.11
*
```

The calculation puts the HOMO-LUMO gap (spin up / spin down) at 6.26 / 8.58 eV. The calculation puts the total energy at -11907.584 eV. For the relative energy (zero: lowest compared OMol25 entry of this formula, charge and spin), the calculation gives 162.2 kcal per mole.

Atomic partial charges in e from the Mulliken method, atoms 1 to 6: atom 1 (C): -1.32, atom 2 (C): 0.53, atom 3 (C): -0.19, atom 4 (O): -0.51, atom 5 (H): 0.37, atom 6 (H): 0.14

(2)
The following is a quantum chemistry calculation of a cluster of 3 separate species, C22H30N2O3PS in total, from the Open Molecules 2025 dataset.

Structure (ORCA input):
```
! RIJCOSX wB97M-V def2-TZVPD def2/J DEFGRID3
* xyz 1 1
C -0.13 0.77 1.85
P -1.70 0.90 0.80
O -1.56 2.37 -0.11
N -1.76 -0.40 -0.43
C -0.72 -1.06 -1.22
C -1.53 -2.04 -2.09
C -0.91 -3.01 -3.21
C -1.70 -2.73 -4.59
C -1.05 -1.60 -5.52
S -1.06 0.12 -4.82
N -2.97 -1.92 -1.76
C -3.08 -0.90 -0.73
C -4.50 -0.42 -0.10
C -5.50 -1.68 -0.28
C -6.88 -1.52 0.55
O -7.09 -2.14 1.61
O -7.89 -0.65 0.06
H 0.50 1.70 1.63
H -0.47 0.78 2.96
H 0.46 -0.19 1.68
H -2.28 2.30 -0.79
H 0.39 -0.83 -1.16
H 0.21 -2.77 -3.31
H -1.13 -4.09 -2.91
H -2.84 -2.56 -4.43
H -1.64 -3.72 -5.19
H 0.02 -1.84 -5.88
H -1.70 -1.56 -6.48
H -1.82 0.19 -3.66
H -3.72 -2.47 -2.21
H -4.90 0.50 -0.67
H -4.35 -0.18 1.02
H -4.96 -2.60 0.15
H -5.76 -1.85 -1.40
H -7.41 -0.07 -0.60
C 3.16 0.49 -0.33
C 4.27 1.32 -0.29
C 5.51 0.81 0.07
C 5.64 -0.54 0.38
C 4.53 -1.38 0.34
C 3.28 -0.86 -0.01
H 2.19 0.90 -0.61
H 4.18 2.38 -0.54
H 6.38 1.46 0.11
H 6.61 -0.95 0.66
H 4.63 -2.43 0.58
H 2.41 -1.51 -0.04
C 3.46 2.12 3.16
C 2.72 3.29 2.99
C 2.48 4.12 4.08
C 2.98 3.79 5.33
C 3.72 2.62 5.50
C 3.96 1.79 4.41
H 3.65 1.47 2.31
H 2.33 3.55 2.01
H 1.89 5.03 3.95
H 2.79 4.44 6.18
H 4.12 2.37 6.48
H 4.53 0.88 4.54
*
```

The calculation puts the HOMO-LUMO gap at 7.41 eV. The calculation puts the total energy at -52537.918 eV.

Atomic partial charges in e from the Mulliken method, atoms 1 to 6: atom 1 (C): -0.60, atom 2 (P): 0.20, atom 3 (O): -0.52, atom 4 (N): 0.28, atom 5 (C): -0.09, atom 6 (C): -0.40

(3)
The following is a quantum chemistry calculation of a structure of composition C22H23Cl2HfN2O4, from the Open Molecules 2025 dataset.

Structure (ORCA input):
```
! RIJCOSX wB97M-V def2-TZVPD def2/J DEFGRID3
* xyz 1 1
Hf 0.27 0.91 0.08
Cl -7.17 0.20 -0.13
C -5.50 0.64 -0.07
C -5.15 1.99 -0.14
C -3.84 2.40 -0.08
Cl -3.46 4.07 -0.17
C -2.80 1.46 0.05
O -1.55 1.86 0.12
C -3.17 0.09 0.10
C -2.22 -0.97 0.16
O -0.98 -0.85 0.18
C -4.53 -0.31 0.04
H -5.93 2.73 -0.24
H -2.62 -1.99 0.17
H -4.78 -1.36 0.09
C -0.85 0.67 4.51
C 0.27 0.07 5.07
C 1.39 -0.15 4.29
C 1.35 0.21 2.95
N 0.25 0.75 2.40
C -0.82 0.98 3.17
C 2.54 0.06 2.05
C 3.82 0.12 2.54
C 4.88 0.08 1.65
C 4.62 -0.02 0.29
C 3.31 -0.09 -0.12
N 2.28 -0.07 0.73
H -1.73 0.88 5.10
H 0.28 -0.21 6.12
H 2.27 -0.62 4.69
H -1.66 1.44 2.67
H 4.00 0.25 3.60
H 5.90 0.15 2.01
H 5.42 -0.03 -0.44
H 3.06 -0.14 -1.18
O 1.26 2.01 -1.13
O 1.34 2.51 0.29
C -0.39 -0.91 -4.93
C -0.52 -0.61 -3.44
C -0.94 0.85 -3.23
C 0.78 -0.93 -2.71
H -1.34 -0.76 -5.44
H -0.07 -1.94 -5.12
H 0.35 -0.24 -5.39
H -1.30 -1.26 -3.03
H -0.13 1.54 -3.48
H -1.22 1.04 -2.19
H -1.81 1.11 -3.83
H 0.83 -0.38 -1.75
H 1.62 -0.49 -3.27
C 1.01 -2.40 -2.43
H 0.86 -2.99 -3.34
H 0.31 -2.77 -1.68
H 2.02 -2.61 -2.07
*
```

The calculation puts the HOMO-LUMO gap at 7.44 eV. The calculation puts the total energy at -60705.889 eV. For the relative energy (zero: lowest compared OMol25 entry of this formula, charge and spin), the calculation gives 5.5 kcal per mole.

Atomic partial charges in e from the Mulliken method, atoms 1 to 6: atom 1 (Hf): 2.03, atom 2 (Cl): -0.19, atom 3 (C): 0.06, atom 4 (C): -0.52, atom 5 (C): 0.09, atom 6 (Cl): -0.16

(4)
The following is a quantum chemistry calculation of a cluster of 5 separate species, C9H4Cl18FNO2S in total, from the Open Molecules 2025 dataset.

Structure (ORCA input):
```
! RIJCOSX wB97M-V def2-TZVPD def2/J DEFGRID3
* xyz 0 1
C 1.20 0.61 -1.19
C 0.41 -0.38 -1.57
N -0.33 -1.45 -2.26
C 0.53 -2.54 -2.77
Cl 0.26 -4.23 -2.05
C 1.55 -2.44 -3.77
C 1.92 -1.02 -4.44
Cl 2.50 -3.92 -4.31
S -1.47 -0.86 -3.42
O -1.68 -1.82 -4.60
O -2.83 -0.81 -2.71
F -1.18 0.71 -3.97
H 1.76 1.61 -0.98
H 2.39 -1.19 -5.50
H 2.73 -0.51 -3.79
H 1.03 -0.31 -4.59
Cl -2.41 -1.31 3.13
C -0.84 -0.74 2.53
Cl -0.70 -1.10 0.79
Cl -0.72 1.02 2.77
Cl 0.47 -1.55 3.41
Cl 2.85 0.70 2.76
C 3.60 0.97 4.35
Cl 3.46 2.69 4.79
Cl 2.77 -0.02 5.58
Cl 5.32 0.51 4.28
Cl -3.33 2.05 -3.48
C -3.60 3.72 -4.04
Cl -2.32 4.17 -5.19
Cl -5.19 3.82 -4.85
Cl -3.57 4.82 -2.65
Cl -1.51 -0.83 5.97
C -0.91 -0.24 7.54
Cl 0.77 -0.78 7.79
Cl -0.97 1.54 7.57
Cl -1.94 -0.89 8.83
*
```

As for the SMILES: C#CN(/C(Cl)=C(\C)Cl)S(=O)(=O)F.ClC(Cl)(Cl)Cl.ClC(Cl)(Cl)Cl.ClC(Cl)(Cl)Cl.ClC(Cl)(Cl)Cl. The calculation puts the HOMO-LUMO gap at 8.49 eV. The calculation puts the total energy at -253929.808 eV. For the relative energy (zero: lowest compared OMol25 entry of this formula, charge and spin), the calculation gives 103.0 kcal per mole.

Atomic partial charges in e from the Mulliken method, atoms 1 to 6: atom 1 (C): -0.23, atom 2 (C): -0.33, atom 3 (N): 0.24, atom 4 (C): 0.06, atom 5 (Cl): -0.17, atom 6 (C): 0.43

(5)
The following is a quantum chemistry calculation of the ion C4H11N2O with charge +1, from the Open Molecules 2025 dataset.

Structure (ORCA input):
```
! RIJCOSX wB97M-V def2-TZVPD def2/J DEFGRID3
* xyz 1 1
C -1.96 -0.01 -0.81
C -0.72 0.22 0.09
N -0.91 0.11 1.38
N 0.45 -1.08 -0.40
C 1.69 -0.42 0.04
C 1.46 1.08 -0.05
O 0.02 1.18 -0.45
H -2.04 -1.14 -0.97
H -1.88 0.60 -1.72
H -2.81 0.30 -0.19
H -1.77 0.14 1.91
H -0.14 0.16 2.08
H 0.23 -1.12 -1.38
H 0.18 -1.93 0.10
H 2.42 -0.56 -0.66
H 2.07 -0.77 1.08
H 1.60 1.62 0.90
H 2.12 1.62 -0.96
*
```

As for the SMILES: C[C@@]1(N)[NH2+]CCO1. The calculation puts the HOMO-LUMO gap at 11.75 eV. The calculation puts the total energy at -9346.218 eV. For the relative energy (zero: lowest compared OMol25 entry of this formula, charge and spin), the calculation gives 60.9 kcal per mole.

Atomic partial charges in e from the Mulliken method, atoms 1 to 6: atom 1 (C): -1.21, atom 2 (C): 0.90, atom 3 (N): -0.39, atom 4 (N): -0.41, atom 5 (C): -0.49, atom 6 (C): -0.40

(6)
The following is a quantum chemistry calculation of a structure of composition CoF6IN3O12S6, from the Open Molecules 2025 dataset.

Structure (ORCA input):
```
! RIJCOSX wB97M-V def2-TZVPD def2/J DEFGRID3
* xyz -2 4
Co -0.35 0.80 -0.25
I 0.12 3.43 0.42
N -1.97 -0.04 0.33
S -3.42 0.21 -0.66
O -4.50 1.05 -0.26
O -3.62 -0.86 -1.59
F -2.56 1.29 -1.51
S -2.86 -0.88 1.33
O -3.41 -2.15 0.88
O -3.54 -0.10 2.32
F -1.55 -1.42 2.18
N 2.44 -1.33 2.69
S 2.49 -0.05 1.54
O 3.37 1.08 1.64
O 1.20 0.30 0.90
F 3.32 -0.92 0.47
S 2.53 -0.44 3.95
O 1.28 0.12 4.43
O 3.77 0.39 4.06
F 2.71 -1.52 5.11
N 0.34 0.36 -2.03
S 0.12 1.04 -3.58
O -1.10 0.68 -4.34
O 1.34 1.28 -4.35
F -0.21 2.58 -3.10
S 0.88 -0.80 -2.67
O 2.29 -0.82 -2.69
O 0.27 -1.62 -3.72
F 0.61 -1.68 -1.49
*
```

As for the expectation value of S²: 3.76. The calculation puts the HOMO-LUMO gap (spin up / spin down) at 7.27 / 7.03 eV. The calculation puts the total energy at -156081.736 eV. For the relative energy (zero: lowest compared OMol25 entry of this formula, charge and spin), the calculation gives 33.4 kcal per mole.

Atomic partial charges in e from the Mulliken method, atoms 1 to 6: atom 1 (Co): 0.24, atom 2 (I): -0.50, atom 3 (N): 0.30, atom 4 (S): 0.95, atom 5 (O): -0.55, atom 6 (O): -0.50